(1)
This record from the OMol25 dataset describes the molecule C4H9O3PS3 at a distorted geometry. The level of theory is the ωB97M-V functional and the def2-TZVPD basis.

Geometry as XYZ:
```
20
Properties=species:S:1:pos:R:3:forces:R:3:lowdin_charge:R:1
C 0.12230 -0.13362 4.32893 -1.5 0.3 -0.1 -0.10
C 1.14354 -0.82068 3.97147 1.8 0.3 -2.1 -0.53
S 2.16485 -0.42399 2.54752 -0.5 -0.2 0.0 0.43
S 1.38063 1.24466 1.79325 -0.9 -0.9 -0.8 0.17
S -0.52951 0.05961 0.52732 1.0 1.1 0.2 0.56
O -0.33526 -1.32526 0.97285 0.0 -1.0 0.5 -0.69
P 0.34893 -0.00551 -1.53168 -0.8 -1.2 -0.1 0.78
O -1.03443 -0.32644 -2.44509 2.0 0.6 1.3 -0.41
C -1.42493 -1.68427 -2.35476 -3.3 1.7 -1.7 -0.17
O 0.24081 1.55942 -1.61147 1.0 0.8 0.3 -0.48
C 0.55001 2.18786 -2.83222 -3.1 2.9 0.4 -0.14
H -0.37624 -0.44911 5.17805 -1.1 -0.5 1.6 0.04
H -0.41416 0.47774 3.66738 -0.2 1.6 -0.5 0.01
H 1.34082 -1.73739 4.43023 1.1 -1.1 0.9 0.05
H -2.07106 -1.75421 -3.25637 -0.2 -0.4 0.8 0.10
H -2.00736 -1.78696 -1.44660 0.1 -0.7 0.1 0.08
H -0.69200 -2.37547 -2.55305 2.2 -1.6 0.3 0.05
H 0.01682 3.17733 -2.63096 0.9 -0.9 -1.0 0.12
H 0.04105 1.70367 -3.63565 -0.3 -0.4 -0.7 0.07
H 1.53521 2.41262 -3.11917 1.7 -0.3 0.4 0.07
```
Positions in Å, forces in eV/Å.

The total charge is 0. Its spin multiplicity is 1. The calculation puts the energy relative to the best compared isomer or geometry (same formula, charge and spin) at 20.74 kcal per mole. As for the HOMO-LUMO gap (alpha / beta): 7.38 / 7.38 eV. Its SMILES is C=CSSS(=O)#P(OC)OC.

(2)
This record from the OMol25 dataset describes the molecule C27H27FN6O2 at a distorted geometry. The level of theory is the ωB97M-V functional and the def2-TZVPD basis.

Geometry as XYZ:
```
63
Properties=species:S:1:pos:R:3:forces:R:3:lowdin_charge:R:1
F 1.73558 1.64671 2.14089 0.0 -0.1 0.0 0.05
C 2.79480 0.83195 1.90137 0.2 -0.2 -0.1 -0.22
C 3.89480 0.92732 2.73402 -0.1 0.1 0.0 -0.01
C 4.98614 0.11213 2.49470 -0.1 0.0 0.0 -0.08
C 4.96645 -0.77931 1.43322 0.0 -0.1 -0.1 -0.07
C 3.85822 -0.85962 0.61115 0.0 0.1 0.2 -0.02
C 2.74722 -0.05539 0.83784 -0.1 0.2 0.4 -0.12
C 1.55714 -0.15335 -0.09740 -0.1 -0.1 0.2 -0.19
C 2.01915 0.46674 -1.36988 -0.2 0.7 -0.5 -0.26
N 2.69224 -0.10164 -2.34506 -0.3 -0.8 0.8 0.09
N 2.94682 0.84970 -3.23152 0.5 0.0 -0.9 -0.04
N 2.47936 1.96493 -2.85974 -0.2 1.3 -0.1 0.04
N 1.88132 1.78128 -1.67822 0.3 -1.4 0.0 -0.06
C 1.25076 2.85626 -0.96546 -0.2 0.5 0.2 -0.08
C -0.22169 2.62010 -0.73209 -0.1 -0.1 -0.1 -0.22
C -1.00945 2.05152 -1.72149 0.2 0.1 0.1 -0.03
C -2.37857 1.86224 -1.54981 -0.3 0.1 0.2 0.02
C -2.92270 2.27785 -0.35985 0.5 0.2 0.3 -0.21
C -2.13223 2.84318 0.64322 -0.2 -0.2 -0.5 -0.19
C -0.78114 3.02004 0.48524 -0.2 0.0 0.1 0.05
O -2.91750 3.16632 1.71395 0.5 0.0 0.0 0.04
C -4.23133 2.79776 1.35582 -1.0 0.2 0.7 -0.16
O -4.22486 2.24403 0.05714 0.1 -0.1 -0.4 0.02
N 1.20810 -1.55083 -0.28148 0.1 0.1 -0.1 -0.11
C 0.25071 -1.79968 -1.34366 -0.2 -0.1 -0.3 -0.15
C 0.16994 -3.31616 -1.56322 0.0 0.2 -0.1 -0.15
N -0.18170 -4.07203 -0.38270 -0.1 -0.1 0.0 -0.16
C -1.59059 -4.32580 -0.14912 0.1 -0.1 -0.1 -0.15
C -2.48881 -3.13615 0.10588 -0.1 -0.1 0.0 -0.22
C -2.69634 -2.66318 1.39601 0.0 -0.1 -0.1 -0.06
C -3.52484 -1.57865 1.62724 0.0 0.0 0.1 -0.07
C -4.16503 -0.95691 0.56914 -0.1 0.1 0.0 -0.09
C -3.96150 -1.41597 -0.72084 0.0 0.1 -0.1 -0.08
C -3.13130 -2.49834 -0.94918 0.0 -0.1 0.1 -0.06
C 0.62683 -3.66802 0.74348 0.1 0.2 0.1 -0.15
C 0.71450 -2.15015 0.94528 0.0 -0.2 0.2 -0.15
H 3.88132 1.63256 3.55004 0.0 0.1 0.1 0.12
H 5.85148 0.17764 3.13597 0.1 0.0 0.1 0.10
H 5.82067 -1.41053 1.24390 0.1 -0.1 0.0 0.10
H 3.82294 -1.54081 -0.22411 0.0 -0.1 -0.1 0.12
H 0.70851 0.43927 0.29901 0.2 -0.1 -0.1 0.15
H 1.39742 3.74733 -1.58514 0.1 -0.1 0.1 0.14
H 1.76147 3.00930 -0.01033 0.0 0.0 -0.1 0.12
H -0.55831 1.75175 -2.65551 0.1 0.0 -0.1 0.12
H -2.98642 1.42191 -2.32112 -0.1 -0.1 -0.1 0.12
H -0.18062 3.44800 1.26979 0.1 0.1 0.1 0.13
H -4.88276 3.68617 1.37405 0.2 -0.2 -0.1 0.14
H -4.61260 2.05490 2.07505 0.1 0.1 -0.2 0.14
H 0.60868 -1.33956 -2.26464 -0.1 0.0 0.0 0.11
H -0.74203 -1.38099 -1.09731 0.1 0.0 0.0 0.12
H -0.54034 -3.54029 -2.35974 0.0 0.0 -0.1 0.12
H 1.16455 -3.65153 -1.87746 0.0 0.1 -0.1 0.13
H -1.95854 -4.86161 -1.03093 -0.1 0.0 0.1 0.12
H -1.64872 -5.00780 0.70507 -0.1 0.0 -0.1 0.12
H -2.21447 -3.15676 2.22905 0.1 -0.1 0.1 0.11
H -3.67934 -1.22751 2.63786 0.0 0.0 0.1 0.10
H -4.82931 -0.12422 0.74191 0.0 0.1 0.0 0.09
H -4.46277 -0.93459 -1.54765 -0.1 0.0 -0.1 0.10
H -2.98785 -2.86110 -1.95755 0.0 -0.1 -0.1 0.11
H 0.24982 -4.14406 1.65016 0.0 0.0 0.0 0.12
H 1.64349 -4.03299 0.55537 0.0 0.0 0.1 0.12
H 1.41648 -1.93970 1.75572 0.0 0.0 0.0 0.13
H -0.27191 -1.73516 1.22006 0.1 0.0 0.0 0.12
```
Positions in Å, forces in eV/Å.

The total charge is 0. Its spin multiplicity is 1. As for the HOMO-LUMO gap: 8.67 eV. Its SMILES is Fc1ccccc1[C@@H](c1nnnn1Cc1ccc2c(c1)OCO2)N1CCN(Cc2ccccc2)CC1.

(3)
This record from the OMol25 dataset describes a structure of composition C16H20N4O4W at a distorted geometry. The level of theory is the ωB97M-V functional and the def2-TZVPD basis.

Geometry as XYZ:
```
45
Properties=species:S:1:pos:R:3:forces:R:3:lowdin_spin:R:1
N -1.35307 -1.20598 0.11919 -0.6 -0.8 -0.6 0.04
C -1.84796 -2.23725 0.36456 1.3 1.5 0.5 0.07
C -2.36524 -3.49698 0.81575 -0.4 -0.3 -0.2 0.01
H -2.02484 -4.29621 0.14040 -0.1 0.1 0.2 0.00
H -3.46761 -3.46847 0.80226 0.3 0.0 0.1 0.00
H -2.01680 -3.69598 1.84027 0.0 0.1 -0.2 0.00
N -1.11454 2.01140 0.29325 -0.5 0.8 0.3 0.03
C -1.23732 3.00977 0.87651 0.2 -0.4 0.1 0.07
C -1.38129 4.23929 1.59779 0.0 0.2 0.0 0.01
H -2.45798 4.44533 1.71859 0.2 0.0 0.1 0.00
H -0.91697 5.05348 1.01376 -0.1 -0.2 0.2 0.01
H -0.89808 4.15759 2.58429 -0.1 0.0 -0.2 0.00
N 0.82061 0.30349 -1.81633 -0.1 -0.5 -1.3 0.03
C 1.73297 0.04481 -2.49473 -0.1 -0.3 1.0 0.07
C 2.89986 -0.32991 -3.23040 -0.1 0.1 -0.4 0.01
H 3.78369 0.13775 -2.77041 -0.1 -0.1 0.0 0.00
H 2.79063 0.02263 -4.27229 0.2 -0.1 0.3 0.00
H 2.98961 -1.42678 -3.21456 0.0 0.2 0.1 0.01
W -1.11308 0.55036 -1.15253 6.6 -1.0 7.4 1.21
C 1.61590 0.97634 0.52221 3.0 0.7 -0.7 -0.02
O 2.72283 1.23336 0.37592 -2.9 -0.7 0.7 0.00
C -0.10146 -0.14493 2.45395 -1.9 -1.0 2.5 0.00
O -0.77084 -0.60522 3.26287 1.6 0.9 -1.9 0.00
C -3.17902 0.07891 -1.51299 -2.0 0.0 -0.2 0.06
C -2.37282 -0.70105 -2.37510 -0.7 -0.9 -1.7 0.06
C -1.43378 -0.07430 -3.20486 -1.1 -0.8 -1.9 0.06
C -1.26996 1.32782 -3.15043 -0.1 0.9 -1.9 0.07
C -2.09688 2.10116 -2.32550 -0.8 1.2 -1.1 0.07
C -3.07110 1.47638 -1.52640 -1.9 0.3 -0.8 0.05
H -3.87856 -0.40339 -0.83353 0.1 0.1 -0.1 0.00
H -2.44699 -1.78114 -2.35765 0.0 0.0 -0.1 0.00
H -0.78635 -0.67962 -3.82882 0.0 0.0 0.0 0.00
H -0.49498 1.81882 -3.73450 -0.1 -0.1 0.0 0.00
H -1.97512 3.17856 -2.30881 0.0 0.0 0.0 0.00
H -3.72583 2.06576 -0.89478 0.1 0.0 0.2 0.00
N 2.80220 -4.26281 2.22187 0.1 -0.6 0.3 0.00
C 2.90013 -3.81739 0.81975 0.2 0.1 -0.3 0.00
C 2.05000 -2.53958 0.75474 0.0 0.7 1.1 0.00
O 1.74592 -2.07295 1.89308 0.0 -0.2 -1.8 0.01
O 1.79094 -2.10873 -0.39235 -0.2 0.3 0.0 0.02
H 2.82332 -3.41489 2.81530 -0.1 -0.2 0.0 0.00
H 3.52187 -4.93631 2.48010 0.2 -0.1 0.1 0.00
H 1.89314 -4.70948 2.34761 0.1 0.0 0.4 0.00
H 3.94853 -3.61075 0.58646 -0.2 0.0 0.0 0.00
H 2.52327 -4.59457 0.15705 0.1 0.0 0.0 0.00
```
Positions in Å, forces in eV/Å.

The total charge is +4. Its spin multiplicity is 3. The calculation puts the energy relative to the best compared isomer or geometry (same formula, charge and spin) at 0.00 kcal per mole. As for the HOMO-LUMO gap (alpha / beta): 3.38 / 3.22 eV.

Number 1: E_tot -52228.3919 eV. Number 2: E_tot -44188.6888 eV. Number 3: E_tot -32844.2133 eV.